1.
120
Properties=species:S:1:pos:R:3:forces:R:3 method="wB97M-V/def2-TZVPD" e_tot_ev=-83194.2233 e_homo_ev=-10.7 de_lowest_kj_mol=1118.47 multiplicity=1
H -6.04265 2.55194 0.94631 0.1 -1.1 -0.5
H -3.62096 1.75249 -0.00688 0.8 0.1 0.0
H 3.46628 4.61719 -1.29836 0.0 -0.1 1.1
O -2.12472 -0.61505 -3.50356 0.9 -0.9 -2.0
H 1.73954 0.42490 0.27356 1.4 -1.6 0.1
H -0.29152 3.50538 1.75545 -0.4 -0.1 -0.4
O 4.22942 0.08662 -4.09138 1.2 -0.4 -0.9
H -1.33777 -1.53665 -5.42767 0.6 0.2 0.8
O -0.85792 -2.80904 3.89895 -0.2 0.2 -1.4
H 4.04839 -0.50316 -1.95885 0.7 2.3 -0.1
O -4.25887 -0.81340 -2.41656 0.2 -0.7 2.5
O 4.87706 2.80350 1.30329 1.5 -0.2 -1.7
H 1.66810 -2.50186 -3.57450 0.6 1.4 -0.5
H 1.10372 3.39403 3.34937 0.3 2.1 0.0
O 2.53355 2.40979 4.72749 -1.0 2.2 0.6
O -5.20173 2.98545 0.76833 -1.1 1.2 1.1
H -1.20752 -1.86749 -1.94426 0.0 -0.8 0.5
H 5.59231 0.26580 0.62465 -0.4 -0.4 -0.4
O -0.74568 4.89399 -1.71250 2.1 -0.6 -0.2
H -5.48615 -3.74285 -1.18865 -0.9 -0.1 -1.1
H 3.98115 -4.88823 -1.46012 0.9 0.2 0.7
O -2.67032 -4.13788 0.30565 1.6 -0.9 -0.5
H 3.32871 0.30748 -4.28053 -1.1 0.0 -0.3
O 0.79307 2.09628 -0.75038 0.5 -1.0 2.0
H -2.75640 0.28233 2.45870 2.2 0.0 -0.2
O 3.44854 -2.74671 0.02356 1.1 -2.6 -1.3
O -2.76372 2.20222 -3.73997 0.8 -2.9 3.1
H 5.13647 2.22710 0.53251 -0.9 0.4 1.0
H -4.55083 -2.73781 -0.54086 -0.1 -0.6 -0.1
H 5.66710 3.37999 1.23856 -0.7 0.0 0.6
H -2.73147 4.32316 1.03457 0.1 1.5 -1.0
H 5.93929 0.99204 1.88972 -0.1 0.1 0.3
O -1.82141 0.68988 2.35335 -4.8 0.3 0.0
O -0.24792 0.22224 4.16859 -0.4 0.4 -0.2
H -0.57041 0.35795 3.23561 0.5 -0.4 0.9
O 2.35094 -2.91612 -4.10217 1.5 -2.1 -0.8
H -0.26309 -0.81269 0.23785 0.1 0.5 0.1
H 3.04198 -5.33409 -0.19802 1.0 0.1 0.5
H 2.98236 -3.20202 0.71330 -0.4 -0.1 0.7
H 2.80427 2.22872 5.63330 0.2 -0.8 -0.7
H -2.84897 -1.57060 -5.47913 1.8 -0.1 -1.1
O -3.39458 -0.10679 5.23868 1.7 0.2 -1.9
H 1.14752 -6.82912 -0.18476 -0.1 0.0 -0.2
H 4.42979 1.03205 -2.41246 0.0 -0.5 -1.1
O -1.21018 -1.35281 -1.13105 -0.8 -0.8 0.6
O 3.08453 4.75129 -2.15702 0.8 -0.1 -1.1
O 0.37709 -6.26381 -0.30045 0.0 0.4 0.3
H 0.72526 6.83711 0.73536 0.4 1.0 0.1
H -4.81226 -0.30509 -1.81390 -0.7 0.2 -0.8
H -2.89852 2.76489 -4.47384 -1.2 1.4 0.0
H -0.90359 5.65235 -1.17136 -0.7 0.9 0.5
H -5.48525 3.79730 1.23712 1.1 0.1 -0.4
O 0.44641 5.99598 0.40072 -0.4 -0.2 0.3
H 0.77378 2.27139 -3.27729 0.4 -0.3 0.3
H 0.53385 -0.62559 -2.76599 -0.3 0.9 -1.0
H -0.70895 0.71062 0.33560 0.5 -1.2 0.4
H -3.55679 0.62959 5.79335 -0.6 1.0 1.3
H -3.20218 -4.72510 -0.24897 -0.5 0.5 0.2
H -2.61023 0.08332 -3.09798 0.1 0.6 0.4
H 1.90665 3.31871 1.32648 -0.2 1.0 -0.4
O -0.25213 -3.85190 -2.27633 -0.6 0.3 0.3
H 4.31726 -0.87257 -3.99197 -0.3 0.4 -0.2
H 1.98983 -3.76535 3.11036 0.9 0.2 -0.3
O 3.12943 -5.09630 -1.11181 -2.1 -0.8 -1.2
O 0.89740 4.33980 3.06338 1.2 -0.4 0.7
O 1.41859 1.57014 -3.46609 0.5 0.0 0.3
H -1.36213 -0.83731 -2.98501 -0.1 0.8 0.0
O 0.34381 -2.72609 0.77926 -1.5 -0.4 1.4
O -3.94474 1.22663 -0.73117 -2.0 -0.1 -0.4
H 1.75037 4.77270 2.74479 -1.3 -1.3 0.8
H 0.42590 -4.46447 -1.97192 0.3 0.0 -0.1
O 6.32071 0.42523 1.21895 0.6 -0.2 0.0
H 0.23637 4.86264 -1.51537 -1.5 -0.5 -0.8
H 0.96958 -4.53917 2.46260 0.6 -1.0 -0.2
H 0.63046 -3.43134 1.41166 0.6 1.4 -1.8
H -2.11525 1.62040 2.49846 1.1 -0.4 -0.4
H -3.16357 -3.88339 2.48359 -0.6 -0.9 0.5
O 3.40676 -1.37537 2.55871 -1.8 0.3 1.6
O 4.33808 0.42135 -1.69187 -0.3 -1.4 2.1
H -5.11514 -1.08545 2.15595 -0.4 0.3 -0.9
O 2.18041 4.16516 0.93408 0.6 0.6 -1.3
H 1.43200 2.80322 -0.62613 0.2 0.6 -0.2
H -1.81460 -4.61176 0.26496 -0.1 0.7 0.2
H 3.06335 0.61615 -0.58880 -0.2 -0.9 1.4
H 3.87342 4.62928 -2.72774 -0.9 0.2 0.2
O -2.02917 -1.64206 -6.05850 -2.4 -0.3 0.0
H -1.12567 -1.85989 3.77727 0.4 -1.1 0.1
H -0.04592 -3.55535 -3.16266 0.3 -0.4 -0.3
H -0.29070 -6.80367 -0.72270 -0.1 -0.3 -0.1
O 2.69139 0.13625 0.22137 -0.6 1.2 -1.0
H 2.49114 -1.08832 2.34640 0.8 -0.2 0.3
H -3.17781 2.12732 -2.81413 0.2 1.8 -2.9
H 1.74635 1.21844 -2.60483 -0.8 0.9 -0.8
H -3.37577 0.76453 -1.32931 1.4 -0.3 0.5
O 1.91192 -4.32165 2.31394 -1.2 0.1 1.1
H 3.76405 -1.44626 1.69937 1.1 -0.1 -1.2
O -1.14281 3.19726 2.10795 0.3 0.5 1.0
O -0.03695 0.04941 0.62831 0.0 1.0 0.2
H -0.92784 3.43063 3.04353 -0.8 -0.2 -0.8
H 0.94451 1.54812 0.09911 -1.0 1.6 -2.2
H 1.48092 4.87315 0.65946 0.9 -1.9 0.7
O -2.74058 5.28968 0.78980 0.3 -0.7 1.9
H 0.59134 -0.60082 -4.44845 -0.9 1.4 -0.2
H -0.12315 5.66245 1.11087 -0.5 0.0 -0.1
H -4.42246 -0.75285 -3.33446 -0.9 0.5 -1.2
H 0.93998 -2.58144 0.05546 0.8 -0.6 -0.4
H -2.94945 5.47283 -0.11372 -0.3 -0.7 -0.8
H -4.93618 -2.14150 3.16522 0.1 -1.1 0.6
H 3.35589 -1.84359 0.10229 -0.9 3.2 0.4
H -4.57499 -4.00602 2.09296 0.2 -0.8 0.3
H 2.68303 1.79604 4.03602 0.8 -1.5 0.0
H 2.99471 -2.39425 -4.61823 -1.4 0.1 0.8
O 0.86478 -0.94188 -3.61657 0.7 -2.2 1.7
H 0.56925 -0.26035 4.18517 0.5 -0.3 -0.1
O -4.86097 -1.20505 3.05985 0.3 0.9 0.1
H -0.92722 -3.24108 3.00775 -0.2 1.0 1.2
H -2.68366 0.29963 4.65896 -0.9 -1.2 0.9
O -3.96215 -4.40033 2.74872 0.1 1.5 -0.7
O -4.98266 -3.60253 -0.41044 0.4 0.8 1.0
H -1.64395 -1.99020 -0.50892 0.5 0.4 -0.6



2.
120
Properties=species:S:1:pos:R:3:forces:R:3 method="wB97M-V/def2-TZVPD" e_tot_ev=-83199.1156 e_homo_ev=-10.6 de_lowest_kj_mol=646.44 multiplicity=1
H -0.32563 6.01775 1.92626 -0.3 0.6 0.3
H 2.29887 0.74028 -0.52106 -0.3 -0.1 -0.5
H -2.21851 -0.29505 4.00147 -0.8 -0.5 0.4
O -0.76262 0.95467 2.49305 -0.1 -0.1 -1.5
H 3.26318 -0.13564 -4.02143 0.0 -0.9 0.4
H 0.56599 -4.04253 3.97382 -0.2 -0.2 -0.2
H -4.45452 -1.17778 0.12180 -0.3 -0.4 -0.6
H -1.50233 -2.92165 -2.65203 0.6 0.2 0.6
O 5.27187 -2.18581 2.25306 0.0 -0.5 0.3
H -0.97013 0.16054 3.03404 0.9 1.1 0.1
O 1.63198 0.00951 5.94969 -0.1 0.0 -0.4
O -4.05704 -2.05438 0.23432 0.2 -0.3 0.1
H 3.38615 -0.66479 0.80067 -0.2 0.2 -0.1
O 4.14315 -0.30281 -4.37194 0.2 2.3 -1.0
H -4.51575 1.61323 -2.75072 0.5 0.2 0.3
O -3.66097 3.92896 4.07732 -0.3 -0.5 -0.6
H 1.81507 -4.32411 -2.63152 -0.5 0.0 0.1
O -2.38955 3.60380 0.54893 -1.4 -1.1 -0.4
H -2.65720 3.07944 1.31123 -0.2 -0.3 -0.2
H -1.87311 0.73150 -0.26316 -0.1 0.6 -0.3
H 0.08634 -1.29499 1.06524 1.2 0.7 -0.7
O 0.35953 -4.42946 4.83190 -0.3 -0.1 -0.7
H -0.67143 3.07724 -3.27289 0.0 0.1 -0.1
H 4.30872 -4.77771 -0.11682 0.5 0.5 0.4
H -2.00410 -1.66900 -1.79298 0.3 -0.3 0.3
O -1.99711 0.10599 4.85189 0.3 0.3 0.2
H 1.59446 2.40514 -2.18024 0.3 0.0 -1.1
H 0.67127 0.82200 -0.62665 0.2 -0.5 -0.2
O -0.20087 -4.09421 -2.75889 0.3 0.5 0.3
O -2.21842 -2.29898 -2.49472 -1.1 0.8 -0.1
H 3.19296 -4.67963 1.99951 0.0 0.4 -0.1
O 2.44732 2.39536 -2.66108 0.8 0.0 1.4
H 4.41185 -1.94578 -3.04237 1.0 -0.5 1.2
H 1.12287 -4.15627 5.31917 0.7 0.2 0.9
H 3.46061 -5.02472 -1.30142 -0.3 0.8 -0.3
H 2.31166 4.48368 -1.88213 0.0 -0.1 -0.5
O 3.52426 3.14106 2.17554 0.6 -0.2 0.3
H -5.55871 2.95761 2.34429 0.2 0.6 1.3
H 1.70246 0.49593 -5.44427 0.5 0.0 -0.4
O 5.53970 1.42751 -1.18929 0.2 0.7 0.0
H 2.33976 4.84473 4.08177 -0.3 0.2 0.2
O -4.77102 0.68794 -0.72073 0.7 -1.1 0.3
H -2.63436 -2.33476 2.38124 0.5 0.3 0.1
H -2.43302 0.96484 4.82780 -0.2 0.0 0.0
H -1.32965 -1.75199 -3.96189 -0.2 0.0 -0.8
H 0.48043 2.74982 0.85074 0.5 -0.1 -0.5
H -1.79836 4.22672 0.93960 0.9 1.2 0.4
H 5.40667 0.48787 -1.26322 -0.3 -0.5 0.1
O -5.83431 2.53566 1.55605 -0.5 -0.5 -1.5
H -3.55784 0.06863 1.59824 0.0 -0.3 0.6
O 0.27183 3.63543 0.52492 0.0 -0.1 0.0
H 3.40408 -1.16805 -0.74085 -0.3 -0.1 0.2
H 4.72069 -1.99341 1.48386 0.2 0.2 -0.3
O 3.90947 -0.81627 -0.00012 0.5 -0.1 -0.1
H -4.68730 -2.73830 -0.02059 -0.3 0.2 -0.3
H -1.50023 2.07039 -4.83000 -0.2 0.2 0.6
O -0.78943 5.23134 2.22821 0.7 -0.3 -0.2
O 2.15146 5.01521 3.15222 -0.7 0.4 0.9
H 4.09905 -0.89308 3.14158 -0.2 -0.3 0.2
O -4.57081 -4.73587 -1.50991 -0.1 -0.2 0.4
H 3.85333 -2.91618 -1.74714 1.4 -0.2 -0.1
H -5.40054 3.02017 0.84486 0.0 0.1 0.1
H -4.58795 0.87491 0.20607 -0.4 0.7 0.2
H 0.21518 -2.12988 3.03676 0.9 -0.2 0.2
H 4.74734 1.83517 -1.55682 0.0 -0.1 -0.1
H -1.28748 0.99152 -5.74207 0.3 -0.3 -0.3
H 2.32997 2.50823 -3.59781 -0.6 0.0 -0.3
O -0.18229 -1.39992 3.49931 -1.3 0.2 -0.3
H -2.36379 0.25836 -3.07678 0.3 -0.3 0.6
H 3.12043 -4.26242 -3.35865 0.6 0.6 -0.3
H -3.94823 -4.06668 -1.78489 0.3 0.5 -0.4
O 2.31402 5.10872 -1.15476 0.1 -0.2 1.1
H -4.00414 3.53639 3.26280 -0.1 -0.3 0.4
H -3.01550 4.50513 3.67913 0.8 0.8 0.1
O -3.15335 -1.56457 2.65354 0.2 -1.2 0.3
H -3.23173 0.24063 -4.25187 -0.2 -0.1 -0.4
O 3.73348 -2.33884 -2.51432 -2.4 0.2 -0.2
O -1.28057 -1.82171 -4.94072 0.1 0.1 0.3
H -0.11958 4.57762 1.88409 -0.9 0.2 0.4
O -3.44910 0.92312 2.03031 0.1 0.7 -0.8
H -5.60163 1.08064 -0.99151 -0.2 0.2 0.3
O 1.24671 -0.20389 -4.97634 -0.8 0.2 0.2
H -0.34607 -1.83868 -5.16475 0.2 0.1 -0.1
H -4.54116 2.88243 -1.84392 0.4 -0.3 0.0
H -2.22702 -3.44593 -0.15066 0.0 0.3 0.1
H 0.86127 0.22341 5.41509 -0.3 0.1 0.2
O -0.06279 -1.91502 0.35531 -2.4 -1.7 0.9
H 4.53215 -1.12519 -4.16736 -0.1 -0.8 -0.2
H 2.83230 0.04843 3.14956 -0.1 -0.1 0.4
H 1.86954 5.92261 -1.38028 -0.1 0.1 -0.5
O -1.72501 -4.26418 -0.21663 -0.1 -0.6 -0.2
O -2.64825 0.83884 -3.77783 -0.9 -0.1 0.2
H -1.07505 0.82467 -1.64747 -0.4 0.8 0.3
H 1.57454 0.67888 6.63264 0.2 0.1 0.4
O -4.96305 2.44555 -2.58598 -0.9 0.7 -0.7
O 1.46821 1.01779 -0.12368 0.2 0.6 1.0
H -4.01709 -1.94258 2.44006 -0.3 0.5 0.1
H -0.50004 1.75192 2.95173 -0.2 -0.3 0.8
H -4.03032 -5.29772 -0.94137 -0.1 -0.1 0.0
H -0.45925 3.47581 -1.78659 -0.1 -0.2 0.1
H 3.27036 2.73556 1.34507 -0.3 -0.2 0.1
H 0.46306 -2.14352 -0.39169 1.4 0.9 -0.1
H 3.00563 5.30264 2.84318 0.6 0.1 -0.6
O -0.16473 2.87161 -2.48604 -0.4 0.0 0.5
H 0.38147 -0.88580 4.07447 0.7 -0.8 0.0
O -0.76638 1.66272 -5.28463 0.2 0.2 -0.9
H -2.47648 1.00044 2.03761 0.1 0.1 0.2
O 3.69950 -0.09626 2.77560 -0.1 0.4 -0.6
H 2.76744 3.25886 2.77126 0.1 -0.2 -1.0
H 0.35556 0.20939 -4.92911 0.5 -0.3 0.4
O 2.54332 -4.47082 2.67925 0.1 -0.3 -0.1
O 2.47221 -4.88335 -3.04929 -0.2 -0.9 0.1
O 3.76522 -4.28140 -0.73306 -0.2 -1.4 0.1
O -1.23668 0.31178 -0.84806 0.4 -0.8 -0.5
H -1.01650 -4.49492 -2.43258 0.2 -0.6 -0.1
H 5.90555 -1.46474 2.29480 0.1 0.1 -0.2
H -0.09621 -4.15469 -3.71440 -0.4 -0.4 0.0
H 1.06996 4.08354 0.22217 0.6 -0.3 -0.2
H -0.83582 -4.04325 0.07978 -0.1 0.2 0.2
H 2.46664 -5.31809 3.12812 -0.3 0.0 0.3